No. 1
Below is an isolated molecule of C2H5IN2, with properties calculated with ωB97M-V/def2-TZVPD.

Element x y z (Å)
C -1.222 -0.657 -0.009
C -0.309 0.585 -0.034
N 0.928 0.217 -0.561
N 2.071 0.472 0.507
I 3.819 -0.106 -0.130
H -1.337 -1.060 -1.014
H -0.774 -1.421 0.623
H -2.195 -0.381 0.387
H -0.240 1.036 0.966
H -0.742 1.313 -0.735

LUMO level (alpha / beta) = -1.18 / -1.17 eV
DFT total energy = -13231.701 eV
HOMO-LUMO gap (alpha / beta) = 7.986 / 7.987 eV
Net charge = 0
Structure (SMILES) = CC/N=N/I

---

No. 2
Below is a 3-piece molecular cluster, C4H16NO2 overall, with properties calculated with ωB97M-V/def2-TZVPD.

Element x y z (Å)
C 0.232 -0.253 -0.629
C -1.039 -0.955 -0.187
C -0.835 -1.802 1.082
C -2.032 -2.668 1.367
N 0.642 0.822 0.331
H 1.043 -0.926 -0.874
H 0.005 0.276 -1.551
H -1.784 -0.229 0.121
H -1.390 -1.530 -1.037
H 0.073 -2.402 0.951
H -0.544 -1.185 1.936
H -2.968 -2.098 1.400
H -2.006 -3.339 2.226
H -2.215 -3.339 0.529
H 1.268 1.513 -0.099
H 1.230 0.520 1.111
H -0.255 1.192 0.637
H 3.170 3.479 -0.266
H 4.141 2.460 0.273
O 3.216 2.720 0.325
H 0.391 2.385 -3.205
H -0.176 3.117 -2.019
O -0.167 2.243 -2.426

LUMO level = -3.19 eV
DFT total energy = -9986.518 eV
HOMO-LUMO gap = 11.661 eV
Net charge = +1

---

No. 3
Below is a 2-piece molecular cluster, C4H11O3 overall, with properties calculated with ωB97M-V/def2-TZVPD.

Element x y z (Å)
C 1.285 -0.065 0.449
C 0.764 0.211 -0.977
C 0.016 -1.001 -1.519
O -1.340 -1.174 -1.253
C 0.139 -0.527 1.421
O -1.025 0.172 1.194
H 1.961 -0.938 0.354
H 2.007 0.608 0.945
H 1.644 0.385 -1.532
H 0.096 1.043 -0.856
H 0.611 -1.947 -1.478
H 0.159 -1.021 -2.628
H -1.462 -0.675 -0.358
H 0.060 -1.636 1.355
H 0.585 -0.313 2.425
H -2.070 1.648 0.464
H -1.398 2.628 1.377
O -2.031 2.603 0.618

LUMO level = 4.18 eV
DFT total energy = -10468.548 eV
HOMO-LUMO gap = 7.708 eV
Net charge = -1

---

No. 4
Below is a 2-piece molecular cluster, C4H9NO2 overall, with properties calculated with ωB97M-V/def2-TZVPD.

Element x y z (Å)
N 1.245 1.820 2.490
C 0.683 1.092 1.523
O 1.651 0.265 1.087
C -0.029 -1.967 -0.317
C -0.142 -1.012 -1.237
C -1.227 0.023 -1.241
O -1.841 -0.005 -2.518
H 2.219 1.655 2.736
H 0.728 2.525 2.990
H 0.791 -2.683 -0.327
H -0.762 -2.054 0.484
H 1.247 -0.297 0.411
H 0.584 -0.940 -2.046
H -1.944 -0.191 -0.434
H -0.785 1.007 -1.021
H -2.419 0.765 -2.580

LUMO level = 0.99 eV
DFT total energy = -9876.790 eV
HOMO-LUMO gap = 9.783 eV
Net charge = 0

---

Question: What is the net charge in the first record?
Answer: 0

---

Question: Look up the net charge of the second one.
Answer: +1

---

Question: DFT total energy of number 3 (C4H11O3)?
Answer: -10468.548 eV

---

Question: Look up the net charge of the second one.
Answer: +1